Computed, not measured: C4H9N3O2 as an isolated structure, with ωB97M-V/def2-TZVPD.

The geometry in XYZ format:
```
18
C4H9N3O2, DFT ωB97M-V/def2-TZVPD
C -1.9015 0.7649 0.5129
N -0.6582 0.4456 -0.1664
N -0.7442 0.5395 -1.6612
C -0.4982 -0.7287 -1.0090
C 1.3894 -0.0182 0.3592
N 1.2747 -0.7337 1.4782
C 2.1785 0.9813 0.0089
O -1.5334 -1.6363 -1.1186
O 0.7221 -1.2334 -0.8822
H -1.1238 -2.5082 -1.0684
H 0.1444 0.9250 -1.9803
H 1.3311 -1.7392 1.4355
H 0.9487 -0.2931 2.3238
H -1.8185 0.4199 1.5454
H -2.7495 0.2635 0.0410
H -2.0568 1.8435 0.4970
H 1.9678 1.6204 -0.8325
H 3.1273 1.0872 0.5166
```

As for the charge: 0. For the LUMO energy, the calculation gives 0.704 eV. For the HOMO-LUMO gap, the calculation gives 9.28 eV. The value obtained for the energy relative to the best compared isomer or geometry (same formula, charge and spin) is 507.0 kJ/mol. Its energy is -472.40053 hartree. The HOMO energy is -8.57 eV.